a) 7
Properties=species:S:1:pos:R:3:nbo_charge:R:1 method="wB97M-V/def2-TZVPD" homo_lumo_gap_ev=9.2 e_homo_ev=-8.687
C -0.79561 0.81930 -0.00689 -0.810
C -0.22507 -0.47716 0.01390 -0.011
O -1.88255 -1.12596 -0.01286 -0.858
P -2.40203 0.38084 -0.04271 1.052
H -0.34250 1.69843 -0.26813 0.225
H 0.22767 -0.74235 -0.86553 0.192
H 0.35985 -0.84120 0.91549 0.210

=====

b) 7
Properties=species:S:1:pos:R:3:nbo_charge:R:1 method="wB97M-V/def2-TZVPD" homo_lumo_gap_ev=9.6 e_homo_ev=-8.996
C -0.15531 -1.04331 0.00827 -0.754
C 0.43903 0.64218 0.03457 -0.027
O -0.86243 1.12061 0.00849 -0.784
P -1.67886 -0.29021 -0.03085 0.966
H 0.21092 -2.04047 0.11160 0.222
H 1.15503 0.84242 0.76719 0.194
H 0.89162 0.76877 -0.89926 0.183

=====

c) 7
Properties=species:S:1:pos:R:3:nbo_charge:R:1 method="wB97M-V/def2-TZVPD" homo_lumo_gap_ev=9.1 e_homo_ev=-9.587
C -0.64019 -0.40721 0.72432 -0.343
C 0.07307 -0.30720 -0.34710 -0.650
O 1.28455 1.64878 -1.47253 -0.975
P 1.10029 1.09573 -0.09484 1.293
H -1.49612 -1.20844 0.84181 0.224
H 0.00725 -1.07350 -1.23467 0.254
H -0.32885 0.25185 1.58301 0.198

=====

Result of the stability comparison: a) is the least stable of them.

=====

a) 23
Properties=species:S:1:pos:R:3:nbo_charge:R:1 method="wB97M-V/def2-TZVPD" total_charge=-1 spin_multiplicity=2 homo_lumo_gap_ev="2.8 / 7.8" e_homo_ev="0.786 / -4.379" s2=0.75
C 0.46353 -2.79102 -0.62584 -0.594
C 0.66241 -1.44715 0.10473 -0.496
N -0.68775 1.13704 1.09592 -0.860
C -0.25380 0.84775 -0.24147 0.210
C 0.18999 -0.34602 -0.69024 -0.288
C -0.35030 2.05334 -1.17304 -0.682
H -0.53434 -2.93407 -1.08072 0.190
H 0.62606 -3.57152 0.06703 0.191
H 1.17336 -2.92189 -1.34268 0.192
H 0.09938 -1.50652 1.04986 0.168
H 1.67500 -1.25466 0.43199 0.222
H -0.22461 1.94285 1.41570 0.368
H -0.67070 0.42142 1.70625 0.351
H 0.36763 -0.50470 -1.76568 0.183
H -0.68763 1.77333 -2.19194 0.207
H 0.57385 2.51955 -1.30209 0.208
H -1.05554 2.81321 -0.81481 0.200
H 3.18822 0.49691 0.78614 0.336
H 2.76099 1.72929 0.05744 0.393
O 2.36757 1.00521 0.52061 -1.484
H -2.93534 -0.54377 1.15534 0.464
H -3.24617 0.87512 1.81062 0.472
O -3.50181 0.20630 1.02687 -0.950

=====

b) 23
Properties=species:S:1:pos:R:3:nbo_charge:R:1 method="wB97M-V/def2-TZVPD" total_charge=-1 spin_multiplicity=2 homo_lumo_gap_ev="1.8 / 8.2" e_homo_ev="1.081 / -5.383" s2=0.75
C -1.80561 -0.70232 -0.63849 -0.569
N -0.90578 0.40500 -0.49411 -0.679
C 0.57572 -0.00346 -0.36011 -0.047
C 1.30682 1.34174 -0.11415 -0.456
C 0.89313 2.45193 -1.11529 -0.110
O 1.79951 2.32647 -2.20586 -0.758
C 0.77090 -0.90598 0.86113 -0.751
H -2.05695 -0.78686 -1.73794 0.161
H -1.59304 -1.72546 -0.27882 0.190
H -2.78452 -0.45215 -0.09380 0.173
H -1.07473 1.10089 0.21708 0.347
H 0.75996 -0.46935 -1.35817 0.190
H 1.33170 1.68818 0.91413 0.207
H 2.36890 0.99453 -0.34199 0.220
H -0.09446 2.16891 -1.46978 0.208
H 0.91596 3.37285 -0.48871 0.154
H 1.99222 3.08438 -2.76181 0.470
H 1.87057 -0.96800 1.02436 0.191
H 0.51515 -1.94349 0.64679 0.225
H 0.18116 -0.42948 1.64209 0.194
H -1.63940 -3.79215 3.44031 0.334
H -1.81499 -2.92747 2.24088 0.345
O -1.51222 -3.82870 2.47226 -1.238

=====

Result of the stability comparison: b) is the least stable of them.

=====

a) 17
Properties=species:S:1:pos:R:3:nbo_charge:R:1 method="wB97M-V/def2-TZVPD" smiles="CC(N)=O.NCO" homo_lumo_gap_ev=10.6 e_homo_ev=-9.735
C -2.30068 -0.57423 -2.00021 -0.717
C -1.17341 -0.55882 -0.98792 0.685
N 0.03318 -0.15273 -1.46480 -0.832
O -1.34106 -0.92307 0.16341 -0.648
H -2.00184 -1.11331 -2.89742 0.228
H -2.55423 0.44903 -2.27389 0.227
H -3.16584 -1.04453 -1.54086 0.242
H 0.78064 -0.05429 -0.78719 0.422
H 0.07230 0.39248 -2.30685 0.389
N 2.25661 1.27964 2.06653 -0.840
C 1.04129 0.57889 1.72414 0.090
O 1.35888 -0.67926 1.11551 -0.769
H 2.56508 1.00593 2.99132 0.357
H 2.99023 0.98867 1.43055 0.362
H 0.44172 0.40894 2.61851 0.162
H 0.45987 1.19091 1.02608 0.141
H 0.53725 -1.19424 1.12307 0.499

=====

b) 17
Properties=species:S:1:pos:R:3:nbo_charge:R:1 method="wB97M-V/def2-TZVPD" smiles="CNC(=O)CN.O" homo_lumo_gap_ev=9.9 e_homo_ev=-9.039
N 2.13266 1.10244 -0.33674 -0.839
C 1.03494 1.03104 0.59330 -0.329
C 0.18497 -0.24433 0.51861 0.684
N 0.02874 -0.69359 -0.75782 -0.623
C -0.28234 -1.98277 -1.30003 -0.409
O -0.38632 -0.75008 1.46050 -0.636
H 3.03812 0.89494 0.03346 0.368
H 2.18921 2.01971 -0.74366 0.362
H 0.32754 1.84944 0.44277 0.223
H 1.31011 1.05500 1.65596 0.206
H 0.10254 0.00088 -1.48390 0.392
H -1.26485 -2.37818 -0.99268 0.194
H 0.39652 -2.74693 -0.90841 0.197
H -0.29240 -2.00408 -2.37996 0.208
H -2.46971 0.29842 1.68266 0.490
H -3.34394 1.56493 1.47710 0.466
O -2.70578 0.98318 1.03884 -0.956

=====

Result of the stability comparison: b) is the least stable of them.

=====

a) 17
Properties=species:S:1:pos:R:3:nbo_charge:R:1 method="wB97M-V/def2-TZVPD" smiles="NCCC(N)=O.O" homo_lumo_gap_ev=9.6 e_homo_ev=-9.213
C -1.06680 -0.47515 1.67353 -0.204
C -0.50548 0.11724 0.41301 -0.518
C 0.06433 -0.95090 -0.50161 0.680
N 0.38921 -0.54711 -1.76518 -0.823
O 0.22465 -2.09346 -0.12899 -0.616
N -1.58215 0.60475 2.53946 -0.842
H -1.88341 -1.15273 1.45998 0.195
H -0.27018 -1.01348 2.18065 0.185
H -1.25904 0.74249 -0.06481 0.224
H 0.29560 0.78452 0.72952 0.212
H 1.01270 -1.16224 -2.25778 0.398
H 0.45156 0.44779 -1.90412 0.404
H -1.06406 1.46742 2.43309 0.344
H -1.51265 0.34738 3.51302 0.358
H 1.66185 2.97531 -1.43906 0.473
H 2.88571 2.26128 -1.95742 0.476
O 1.92677 2.27222 -2.04505 -0.945

=====

b) 17
Properties=species:S:1:pos:R:3:nbo_charge:R:1 method="wB97M-V/def2-TZVPD" smiles="NCCNC=O.O" homo_lumo_gap_ev=10.0 e_homo_ev=-9.502
C -0.35302 -2.17831 0.02848 0.512
N -0.27040 -0.92998 0.47976 -0.623
C -1.02124 0.25665 -0.27433 -0.217
C -0.66992 1.52974 0.53961 -0.239
N -1.60104 2.61901 0.15971 -0.844
O 0.55165 -3.08074 0.17210 -0.632
H -1.43838 -2.38707 -0.31045 0.110
H 0.70174 -0.63695 0.86872 0.406
H -2.09236 -0.04330 -0.20261 0.220
H -0.56796 0.31435 -1.37463 0.199
H -0.69358 1.42120 1.56096 0.195
H 0.38562 1.81617 0.33085 0.183
H -1.20706 3.49507 0.57644 0.367
H -1.69959 2.66599 -0.92172 0.360
H 2.62385 0.44013 -1.58920 0.469
H 3.63324 0.92884 -0.64300 0.472
O 2.66332 0.89498 -0.73888 -0.939

=====

Result of the stability comparison: b) is the least stable of them.